Molecular formula: C22H22O5S2
Method: DFT, wB97M-V/def2-TZVPD

```
51
Properties=species:S:1:pos:R:3:forces:R:3:mulliken_charge:R:1
C 3.03165 1.82619 -2.26618 -0.140 0.507 0.557 -0.739
O 1.89871 2.08030 -1.38092 0.404 -0.462 -0.274 -0.385
C 1.06791 0.97119 -1.38944 0.703 -0.604 -2.591 -0.608
C -0.36302 1.20998 -1.05596 -0.489 0.415 -0.312 1.085
C -1.24768 0.26442 -1.59278 0.067 0.610 -0.007 -0.666
C -2.58736 0.58389 -1.71994 0.017 0.286 0.095 -1.043
C -3.04127 1.84819 -1.30881 0.013 -0.224 0.324 0.994
C -4.49661 2.19277 -1.46351 -0.377 0.141 -0.070 -1.287
C -2.15480 2.74972 -0.69940 -0.139 -0.155 -0.271 -0.675
C -0.80405 2.44410 -0.57305 -0.242 -0.637 -0.333 -0.841
H 3.08674 2.68888 -2.93248 0.220 -0.122 0.073 0.236
H 3.94897 1.70475 -1.67955 -0.188 0.223 -0.051 0.291
H 2.90913 0.90601 -2.84487 -0.181 0.201 0.060 0.348
H 1.02779 0.62151 -2.44595 -0.142 0.310 0.352 0.782
H -0.84064 -0.67898 -1.95777 -0.226 0.243 0.020 0.378
H -3.27087 -0.12450 -2.19854 0.149 0.279 0.252 0.380
H -4.64925 3.27901 -1.43514 0.003 -0.245 -0.050 0.372
H -4.89088 1.80858 -2.41587 0.093 0.149 0.262 0.376
H -5.11895 1.75872 -0.66196 0.258 0.088 -0.213 0.221
H -2.52543 3.71966 -0.36696 0.044 -0.221 -0.030 0.302
H -0.09178 3.11545 -0.09846 -0.199 0.057 -0.271 0.466
C 4.30680 -3.44570 -1.47753 -0.223 0.047 -0.029 -0.403
C 4.73041 -2.33958 -0.72704 -0.076 -0.244 -0.018 -0.612
C 3.83835 -1.68129 0.11012 -0.242 -0.158 0.352 -0.534
C 2.51335 -2.11145 0.16920 0.149 -0.051 -0.046 0.361
S 1.19238 -0.83245 0.54700 -1.274 1.180 -3.931 0.908
C 0.87332 0.73799 1.11514 0.940 -1.567 3.018 -0.677
S 0.63823 0.63209 2.85676 -0.751 0.652 -0.258 1.372
C -1.06069 0.07039 2.92282 -0.139 -0.050 0.389 0.058
C -1.97250 0.82617 2.19906 -0.046 -0.086 -0.403 -0.516
C -3.23399 0.31387 1.92297 -0.084 -0.056 0.282 -0.330
C -3.61531 -0.90791 2.48993 0.123 0.009 0.027 -0.572
C -2.72793 -1.61312 3.31179 -0.112 0.155 -0.053 -0.402
C -1.43730 -1.12148 3.53686 -0.043 -0.045 -0.330 -0.443
O 1.46627 -0.41405 3.40646 -0.025 -0.191 0.247 -0.693
O 0.73215 1.98698 3.33696 -0.029 -0.053 0.227 -0.752
O 1.78586 -0.14860 -0.84697 -0.734 -0.677 0.610 -0.025
O -0.09500 -1.50347 0.29981 1.910 -0.149 1.261 -0.651
C 2.06965 -3.20677 -0.56639 -0.003 -0.059 0.155 -0.409
C 2.98232 -3.88938 -1.38452 0.151 0.167 0.167 -0.549
H 5.00534 -3.94925 -2.15740 -0.320 0.236 0.345 0.373
H 5.75048 -1.96566 -0.81915 -0.242 -0.196 0.093 0.387
H 4.15065 -0.83844 0.71818 0.009 0.063 -0.208 0.466
H 1.49687 1.57404 0.81145 0.365 -0.374 0.228 0.681
H -1.65321 1.77758 1.78217 -0.116 -0.203 -0.007 0.582
H -3.90644 0.85825 1.25346 0.199 -0.170 0.377 0.365
H -4.61588 -1.30407 2.29196 0.404 0.071 0.056 0.372
H -3.03631 -2.56823 3.74937 0.143 0.419 -0.111 0.375
H -0.72178 -1.67427 4.13959 -0.065 0.060 -0.178 0.453
H 1.01834 -3.49021 -0.52444 0.313 0.078 -0.075 0.455
H 2.63724 -4.74185 -1.98008 0.169 0.353 0.294 0.375
```
Forces are in eV/Å.

Calculated values
Relative energy (zero: lowest compared OMol25 entry of this formula, charge and spin) = 3.811 eV
E = -2023.89534 a.u.
Multiplicity = 1
Gap between HOMO and LUMO = 7.89 eV
LUMO energy = -0.32 eV